Record 1
Below is 2 unconnected molecules or ions with the total composition C8H14 at a distorted geometry, with properties calculated with ωB97M-V/def2-TZVPD.

Computed properties:
* multiplicity: 1
* E: -8520.410 eV
* E_LUMO: 0.9835 eV
* largest force on an atom: 1.3 eV/Å
* structure (SMILES): C=CC(C)C.C#CC
* orbital gap: 10.46 eV

XYZ file:
```
22
C8H14 | the Open Molecules 2025 dataset | ωB97M-V/def2-TZVPD
C 0.24 0.58 -1.42
C 0.98 1.76 -2.05
C 1.03 -0.72 -1.61
C -0.05 0.78 0.04
C 0.37 1.72 0.85
H -0.72 0.46 -1.94
H 1.96 1.88 -1.60
H 1.11 1.59 -3.12
H 0.42 2.68 -1.92
H 1.22 -0.90 -2.66
H 1.99 -0.64 -1.09
H 0.49 -1.56 -1.19
H 0.97 2.56 0.55
C -1.55 -2.38 1.49
C -1.25 -1.24 2.34
C -0.99 -0.39 3.15
H -0.60 -0.05 0.52
H -2.25 -2.08 0.71
H -0.64 -2.75 1.02
H -2.00 -3.18 2.08
H -0.81 0.27 3.95
H 0.09 1.61 1.91
```

In the natural (NBO) picture, each atom carries the following charge in e: C -0.264; C -0.606; C -0.590; C -0.159; C -0.417; H 0.202; H 0.204; H 0.208; H 0.212; H 0.206; H 0.207; H 0.202; H 0.194; C -0.698; C 0.011; C -0.267; H 0.198; H 0.237; H 0.239; H 0.243; H 0.236; H 0.204

---

Record 2
Below is a single C8H14 molecule at a distorted geometry, with properties calculated with ωB97M-V/def2-TZVPD.

Computed properties:
* multiplicity: 3
* E: -8517.598 eV
* E_LUMO (alpha / beta): 0.9855 / -0.0646 eV
* largest force on an atom: 3.2 eV/Å
* expectation value of S²: 2.0130
* orbital gap (alpha / beta): 7.94 / 9.59 eV

XYZ file:
```
22
C8H14 | the Open Molecules 2025 dataset | ωB97M-V/def2-TZVPD
C -1.70 0.53 0.66
C -2.40 1.15 1.53
C -0.87 0.62 -0.51
C 0.40 -1.15 0.56
C 0.57 0.12 -0.21
C -0.20 -2.30 -0.07
C 1.47 0.00 -1.63
C 1.29 1.20 0.60
H -3.05 0.66 2.31
H -2.55 2.22 1.70
H -1.28 0.08 -1.28
H -0.85 1.57 -1.06
H 0.88 -1.30 1.55
H -0.89 -2.10 -0.83
H -0.71 -2.99 0.59
H 0.66 -2.91 -0.47
H 2.52 0.19 -1.39
H 1.18 0.79 -2.31
H 1.36 -0.93 -2.16
H 0.93 2.24 0.25
H 2.38 1.11 0.55
H 0.85 1.20 1.62
```

In the natural (NBO) picture, each atom carries the following charge in e: C 0.174; C -0.539; C -0.541; C -0.086; C -0.083; C -0.683; C -0.604; C -0.615; H 0.212; H 0.204; H 0.230; H 0.227; H 0.190; H 0.210; H 0.224; H 0.220; H 0.206; H 0.203; H 0.207; H 0.206; H 0.216; H 0.220

---

Record 3
Below is 2 unconnected molecules or ions with the total composition C8H14 at a distorted geometry, with properties calculated with ωB97M-V/def2-TZVPD.

Computed properties:
* multiplicity: 2
* E: -8509.455 eV
* total charge: +1
* E_LUMO (alpha / beta): -6.3331 / -6.3256 eV
* largest force on an atom: 4.7 eV/Å
* expectation value of S²: 0.7530
* orbital gap (alpha / beta): 5.06 / 7.76 eV

XYZ file:
```
22
C8H14 | the Open Molecules 2025 dataset | ωB97M-V/def2-TZVPD
C -3.32 0.60 0.30
C -3.76 -0.85 0.50
C 2.63 -0.63 0.27
C 2.76 -1.76 0.86
C 0.79 0.61 -0.57
C 2.15 0.45 -0.39
C 3.09 1.57 -0.84
C -0.41 -0.06 -0.04
H -2.63 -0.93 0.54
H -3.87 1.24 0.99
H -3.57 0.89 -0.73
H -4.16 -1.53 -0.24
H -4.16 -1.14 1.47
H 2.55 -2.68 0.31
H 3.34 -1.89 1.76
H 0.55 1.30 -1.39
H 4.09 1.44 -0.45
H 2.73 2.57 -0.65
H 3.18 1.43 -1.92
H -1.15 -0.10 -0.84
H -0.14 -1.08 0.23
H -0.69 0.55 0.83
```

In the natural (NBO) picture, each atom carries the following charge in e: C -0.374; C -0.680; C 0.408; C -0.463; C 0.233; C -0.243; C -0.627; C -0.711; H 0.225; H 0.196; H 0.182; H 0.234; H 0.226; H 0.302; H 0.306; H 0.224; H 0.247; H 0.251; H 0.243; H 0.269; H 0.249; H 0.303

---

Record 4
Below is 2 unconnected molecules or ions with the total composition C8H14BF5N2O2S at a distorted geometry, with properties calculated with ωB97M-V/def2-TZVPD.

Computed properties:
* multiplicity: 1
* E: -40691.694 eV
* E_LUMO: -2.7347 eV
* largest force on an atom: 7.6 eV/Å
* orbital gap: 6.71 eV

XYZ file:
```
33
C8H14BF5N2O2S | the Open Molecules 2025 dataset | ωB97M-V/def2-TZVPD
C 0.26 -0.96 -2.99
C 0.28 -1.07 -1.36
O -0.89 -1.93 -0.98
C 1.60 -1.80 -0.73
O 2.62 -0.90 -0.17
N 2.11 -0.02 0.71
C 1.09 -0.15 1.81
C 0.98 1.40 2.39
C -0.10 1.73 3.61
C -1.40 2.46 2.84
F 0.42 2.66 4.63
N 1.92 2.31 1.64
C 2.60 1.41 0.63
S 3.85 2.24 -0.51
H -0.82 -0.54 -3.28
H 0.39 -1.98 -3.54
H 1.01 -0.12 -3.31
H 0.04 -0.01 -0.93
H -1.22 -1.47 -0.13
H 2.13 -2.37 -1.63
H 1.27 -2.66 0.02
H 0.54 -1.13 2.14
H -0.56 0.73 4.08
H -2.26 1.70 2.60
H -1.85 3.36 3.47
H -1.04 2.89 1.79
H 2.00 3.34 1.82
H 5.00 2.62 0.21
B -3.99 -2.34 -2.96
F -5.15 -2.59 -3.81
F -4.39 -1.53 -1.82
F -3.46 -3.61 -2.49
F -2.98 -1.64 -3.73
```

In the natural (NBO) picture, each atom carries the following charge in e: C -0.663; C 0.051; O -0.682; C -0.154; O -0.295; N -0.023; C -0.098; C 0.169; C 0.171; C -0.669; F -0.360; N -0.543; C 0.244; S 0.052; H 0.295; H 0.245; H 0.198; H 0.174; H 0.459; H 0.250; H 0.222; H 0.308; H 0.234; H 0.253; H 0.261; H 0.221; H 0.485; H 0.190; B 1.378; F -0.586; F -0.597; F -0.591; F -0.600

---

Record 5
Below is 2 unconnected molecules or ions with the total composition C8H14BO2S at a distorted geometry, with properties calculated with ωB97M-V/def2-TZVPD.

Computed properties:
* multiplicity: 1
* E: -24122.349 eV
* total charge: +1
* E_LUMO: -4.9870 eV
* largest force on an atom: 5.0 eV/Å
* orbital gap: 6.69 eV

XYZ file:
```
26
C8H14BO2S | the Open Molecules 2025 dataset | ωB97M-V/def2-TZVPD
C 2.05 -3.78 0.03
O 0.60 -3.58 -0.17
B 0.15 -2.27 0.34
O 0.88 -0.99 0.27
S -1.58 -2.23 1.15
C -2.62 -3.30 -0.04
H 2.22 -4.96 0.04
H 2.42 -3.37 1.09
H 2.69 -3.35 -0.86
H 0.36 -0.44 -0.41
H -1.55 -2.86 2.43
H -1.93 -4.05 -0.65
H -3.46 -3.91 0.51
H -3.10 -2.55 -0.80
C -0.43 4.61 -0.70
C -1.12 3.41 -0.53
C -0.45 2.27 -0.08
C 0.91 2.33 0.21
C 1.60 3.53 0.04
C 0.94 4.67 -0.42
H -0.95 5.49 -1.05
H -2.19 3.36 -0.74
H -0.99 1.34 0.05
H 1.43 1.45 0.57
H 2.67 3.58 0.27
H 1.48 5.60 -0.56
```

In the natural (NBO) picture, each atom carries the following charge in e: C -0.298; O -0.723; B 1.064; O -0.899; S 0.258; C -0.726; H 0.230; H 0.206; H 0.229; H 0.530; H 0.262; H 0.292; H 0.294; H 0.279; C -0.201; C -0.208; C -0.242; C -0.218; C -0.209; C -0.194; H 0.225; H 0.217; H 0.176; H 0.209; H 0.222; H 0.225

---

Record 6
Below is a molecular structure, C8H14BrEuO3PSi2 at a distorted geometry, with properties calculated with ωB97M-V/def2-TZVPD.

Computed properties:
* multiplicity: 8
* E: -129066.984 eV
* total charge: +2
* E_LUMO (alpha / beta): -9.1931 / -8.9778 eV
* largest force on an atom: 4.2 eV/Å
* expectation value of S²: 15.7602
* orbital gap (alpha / beta): 3.68 / 3.90 eV

XYZ file:
```
30
C8H14BrEuO3PSi2 | the Open Molecules 2025 dataset | ωB97M-V/def2-TZVPD
C -0.24 -1.27 3.29
C -0.99 -0.68 2.13
C -2.31 -0.99 1.77
C -2.92 -0.44 0.65
C -2.26 0.46 -0.13
C -0.93 0.80 0.17
C -0.15 1.73 -0.69
Si 1.21 0.81 -1.66
O 0.67 0.36 -3.14
Si 0.32 -1.21 -3.53
Br 2.12 -2.45 -3.38
P 3.18 2.01 -1.84
O 4.23 0.78 -1.90
O 3.31 2.62 -0.33
C -0.35 0.21 1.30
H 0.77 -0.89 3.31
H -0.64 -1.01 4.27
H -0.18 -2.36 3.21
H -2.88 -1.74 2.31
H -3.93 -0.72 0.39
H -2.75 0.88 -1.00
H 0.30 2.50 -0.07
H -0.83 2.23 -1.39
H 1.53 -0.42 -0.88
H -0.68 -1.70 -2.56
H -0.15 -1.24 -4.91
H 4.16 0.15 -1.17
H 3.02 2.04 0.39
H 0.68 0.44 1.52
Eu -3.32 -0.92 3.90
```

In the Mulliken picture, each atom carries the following charge in e: C -1.882; C 0.074; C 0.887; C -1.038; C -0.624; C 0.095; C -0.940; Si 0.166; O -0.148; Si 0.486; Br -0.193; P 0.236; O -0.404; O -0.443; C -0.173; H 0.376; H 0.374; H 0.405; H 0.653; H 0.426; H 0.449; H 0.495; H 0.500; H -0.087; H -0.159; H -0.104; H 0.336; H 0.324; H 0.360; Eu 1.554

---

Record 7
Below is a molecular structure, C8H14BrMgN2 at a distorted geometry, with properties calculated with ωB97M-V/def2-TZVPD.

Computed properties:
* multiplicity: 1
* E: -86978.924 eV
* total charge: +1
* E_LUMO: -9.3164 eV
* largest force on an atom: 2.6 eV/Å
* orbital gap: 3.72 eV

XYZ file:
```
26
C8H14BrMgN2 | the Open Molecules 2025 dataset | ωB97M-V/def2-TZVPD
Mg 1.89 4.02 -1.69
Br 0.77 0.67 -0.42
C 1.37 -1.01 6.91
C 1.88 -0.23 5.64
C 1.99 1.32 5.81
C 2.88 1.68 6.94
N 3.60 1.96 7.81
H 1.90 -0.74 7.82
H 1.56 -2.08 6.86
H 0.33 -0.74 7.13
H 1.19 -0.45 4.82
H 2.88 -0.52 5.33
H 1.08 1.89 5.98
H 2.56 1.71 4.97
C -2.22 0.39 -7.42
C -2.61 -0.31 -6.06
C -1.60 -1.33 -5.63
C -2.21 -2.18 -4.55
N -2.64 -2.85 -3.71
H -3.01 1.09 -7.69
H -1.94 -0.22 -8.28
H -1.37 1.05 -7.24
H -3.60 -0.72 -6.28
H -2.60 0.49 -5.33
H -0.66 -0.93 -5.24
H -1.40 -1.97 -6.50
```

In the natural (NBO) picture, each atom carries the following charge in e: Mg 1.242; Br -0.239; C -0.624; C -0.378; C -0.501; C 0.276; N -0.326; H 0.222; H 0.226; H 0.211; H 0.206; H 0.209; H 0.244; H 0.236; C -0.609; C -0.388; C -0.495; C 0.281; N -0.324; H 0.219; H 0.216; H 0.189; H 0.227; H 0.201; H 0.235; H 0.248

---

Record 8
Below is a single C8H14BrN4O2P molecule at a distorted geometry, with properties calculated with ωB97M-V/def2-TZVPD.

Computed properties:
* multiplicity: 1
* E: -97909.690 eV
* E_LUMO: -0.0755 eV
* largest force on an atom: 2.6 eV/Å
* structure (SMILES): N#C[C@@H](Br)[C@@](C#N)(CCCCN)P(=N)(O)O
* orbital gap: 9.45 eV

XYZ file:
```
30
C8H14BrN4O2P | the Open Molecules 2025 dataset | ωB97M-V/def2-TZVPD
N 4.40 -1.41 -1.18
C 3.33 -1.70 -0.92
C 1.97 -1.78 -0.35
Br 2.09 -2.62 1.40
C 1.19 -0.43 -0.38
C 1.02 -0.10 -1.82
N 0.76 0.04 -2.92
C -0.23 -0.53 0.28
C -1.41 -0.64 -0.70
C -2.70 -0.82 0.15
C -3.10 0.46 0.93
N -3.04 1.71 0.16
P 2.06 1.02 0.39
N 3.30 1.56 -0.38
O 2.41 0.56 1.90
O 1.01 2.25 0.54
H 1.40 -2.47 -0.99
H -0.30 -1.39 0.96
H -0.42 0.35 0.90
H -1.56 0.26 -1.30
H -1.36 -1.54 -1.33
H -2.55 -1.61 0.89
H -3.55 -1.13 -0.47
H -2.39 0.58 1.76
H -4.09 0.38 1.39
H -2.13 2.15 0.27
H -3.20 1.56 -0.82
H 3.45 1.02 -1.23
H 2.14 1.23 2.54
H 1.50 3.05 0.34
```

In the natural (NBO) picture, each atom carries the following charge in e: N -0.240; C 0.235; C -0.334; Br 0.099; C -0.515; C 0.276; N -0.268; C -0.400; C -0.417; C -0.409; C -0.220; N -0.836; P 2.218; N -1.316; O -0.974; O -1.001; H 0.269; H 0.238; H 0.229; H 0.219; H 0.216; H 0.201; H 0.210; H 0.176; H 0.195; H 0.358; H 0.352; H 0.390; H 0.517; H 0.531

---

Record 9
Below is a molecular structure, C8H14BrNO at a distorted geometry, with properties calculated with ωB97M-V/def2-TZVPD.

Computed properties:
* multiplicity: 1
* E: -82101.417 eV
* E_LUMO: 0.5665 eV
* largest force on an atom: 4.1 eV/Å
* orbital gap: 10.25 eV

XYZ file:
```
25
C8H14BrNO | the Open Molecules 2025 dataset | ωB97M-V/def2-TZVPD
C 2.06 1.39 0.74
C 2.02 0.83 -1.67
C -1.14 1.06 0.40
C -1.16 -0.53 -1.53
C -1.91 -1.21 1.98
C 0.60 -0.80 0.27
C 2.12 0.36 -0.24
C -0.82 -0.36 -0.05
N 1.96 2.19 1.55
O -1.64 -1.34 0.60
Br 3.67 -0.79 0.06
H 1.90 -0.02 -2.35
H 1.18 1.51 -1.78
H 2.93 1.37 -1.95
H -0.85 1.23 1.44
H -2.21 1.25 0.30
H -0.61 1.78 -0.21
H -0.65 0.20 -2.14
H -2.23 -0.43 -1.67
H -0.88 -1.53 -1.86
H -2.30 -2.18 2.29
H -2.67 -0.44 2.17
H -1.02 -0.98 2.57
H 0.78 -0.87 1.34
H 0.86 -1.72 -0.24
```

In the natural (NBO) picture, each atom carries the following charge in e: C 0.218; C -0.639; C -0.645; C -0.612; C -0.250; C -0.294; C -0.164; C 0.210; N -0.300; O -0.541; Br 0.059; H 0.231; H 0.226; H 0.231; H 0.226; H 0.222; H 0.218; H 0.205; H 0.225; H 0.216; H 0.199; H 0.171; H 0.166; H 0.211; H 0.214

---

Record 10
Below is 5 unconnected molecules or ions with the total composition C8H14Cl12O2 at a distorted geometry, with properties calculated with ωB97M-V/def2-TZVPD.

Computed properties:
* multiplicity: 1
* E: -162885.230 eV
* E_LUMO: 0.2957 eV
* largest force on an atom: 1.8 eV/Å
* structure (SMILES): ClC(Cl)Cl.ClC(Cl)Cl.ClC(Cl)Cl.ClC(Cl)Cl.COCCOC
* orbital gap: 9.82 eV

XYZ file:
```
36
C8H14Cl12O2 | the Open Molecules 2025 dataset | ωB97M-V/def2-TZVPD
C 12.60 19.27 8.71
O 11.52 19.63 7.82
C 10.42 18.76 7.98
C 9.39 19.28 6.96
O 8.85 20.46 7.50
C 7.87 21.00 6.61
H 13.34 20.09 8.74
H 13.07 18.39 8.35
H 12.16 19.04 9.70
H 10.13 18.70 9.04
H 10.73 17.75 7.64
H 8.66 18.50 6.75
H 9.93 19.56 6.04
H 7.35 21.75 7.19
H 7.11 20.25 6.43
H 8.35 21.34 5.68
C 8.36 13.01 8.32
Cl 9.20 14.47 7.90
Cl 6.72 13.05 7.72
Cl 8.31 12.81 10.06
H 8.81 12.10 7.88
C 5.25 16.41 8.52
Cl 4.30 15.09 9.30
Cl 6.55 16.90 9.59
Cl 4.30 17.78 8.01
H 5.77 16.00 7.68
C 9.20 8.41 7.68
Cl 10.79 9.23 7.55
Cl 9.13 7.09 6.55
Cl 7.92 9.51 7.24
H 9.11 8.13 8.74
C 10.32 11.08 4.58
Cl 9.85 9.58 3.84
Cl 8.86 11.95 5.03
Cl 11.37 12.03 3.54
H 10.91 10.85 5.46
```

In the natural (NBO) picture, each atom carries the following charge in e: C -0.249; O -0.544; C -0.073; C -0.079; O -0.535; C -0.254; H 0.197; H 0.166; H 0.167; H 0.179; H 0.151; H 0.162; H 0.179; H 0.196; H 0.164; H 0.173; C -0.317; Cl 0.035; Cl 0.014; Cl 0.017; H 0.246; C -0.283; Cl -0.003; Cl 0.021; Cl 0.040; H 0.224; C -0.295; Cl -0.018; Cl 0.050; Cl 0.029; H 0.242; C -0.305; Cl 0.029; Cl 0.016; Cl 0.024; H 0.233

---

Record 11
Below is a gas-phase ion, C8H14FIN (charge +1) at a distorted geometry, with properties calculated with ωB97M-V/def2-TZVPD.

Computed properties:
* multiplicity: 1
* E: -20823.572 eV
* total charge: +1
* E_LUMO: -4.3231 eV
* largest force on an atom: 1.1 eV/Å
* structure (SMILES): CC/C(I)=[N+]1/[C@@H](F)[C@@]1(C)CC
* orbital gap: 9.86 eV

XYZ file:
```
25
C8H14FIN | the Open Molecules 2025 dataset | ωB97M-V/def2-TZVPD
C 2.03 0.77 0.56
C 1.02 0.27 -0.43
C -0.16 1.65 1.58
C 0.93 0.94 -1.77
C 1.45 -2.08 -1.16
C -2.19 0.50 2.35
C 0.55 -1.17 -0.33
C -1.63 1.56 1.39
N 0.65 1.12 0.73
F 2.52 -0.05 1.49
I 0.61 2.57 3.29
H 2.73 1.56 0.32
H 1.65 0.49 -2.44
H 1.16 2.00 -1.69
H -0.06 0.82 -2.19
H 1.37 -1.87 -2.22
H 1.16 -3.12 -1.00
H 2.49 -1.98 -0.86
H -2.03 0.78 3.39
H -1.72 -0.47 2.18
H -3.26 0.40 2.18
H 0.58 -1.49 0.71
H -0.48 -1.24 -0.69
H -2.10 2.52 1.62
H -1.85 1.28 0.36
```

In the natural (NBO) picture, each atom carries the following charge in e: C 0.350; C 0.158; C 0.337; C -0.631; C -0.606; C -0.590; C -0.422; C -0.514; N -0.391; F -0.297; I 0.332; H 0.212; H 0.254; H 0.234; H 0.240; H 0.216; H 0.241; H 0.218; H 0.228; H 0.216; H 0.247; H 0.231; H 0.228; H 0.265; H 0.241

---

Record 12
Below is 2 unconnected molecules or ions with the total composition C8H14IN2 at a distorted geometry, with properties calculated with ωB97M-V/def2-TZVPD.

Computed properties:
* multiplicity: 1
* E: -19593.820 eV
* total charge: +1
* E_LUMO (alpha / beta): -4.5508 / -4.5503 eV
* largest force on an atom: 4.9 eV/Å
* orbital gap (alpha / beta): 6.99 / 7.00 eV

XYZ file:
```
25
C8H14IN2 | the Open Molecules 2025 dataset | ωB97M-V/def2-TZVPD
C -1.22 1.51 0.57
C -0.66 0.79 -0.45
C -0.66 1.35 1.85
C 0.62 0.20 -0.15
C 0.73 -0.37 1.17
C -1.35 0.63 -1.73
C 1.79 1.20 -0.15
C 0.20 -3.78 -1.37
N 0.06 0.18 2.10
N -0.85 2.21 2.87
I -0.53 -2.93 0.51
H -1.85 2.35 0.44
H 0.85 -0.50 -1.00
H -0.64 0.50 -2.56
H -1.91 1.54 -2.00
H -2.06 -0.16 -1.68
H 2.65 0.66 -0.19
H 1.76 1.83 0.65
H 1.91 1.87 -1.12
H -0.36 -3.33 -2.14
H -0.02 -4.87 -1.44
H 1.35 -3.66 -1.36
H 0.24 -0.18 3.15
H -1.23 3.16 2.76
H -0.49 1.73 3.70
```

In the natural (NBO) picture, each atom carries the following charge in e: C -0.393; C 0.294; C 0.499; C -0.467; C 0.262; C -0.685; C -0.545; C -0.720; N -0.611; N -0.720; I 0.140; H 0.251; H 0.262; H 0.238; H 0.250; H 0.270; H 0.240; H 0.201; H 0.236; H 0.219; H 0.246; H 0.246; H 0.418; H 0.453; H 0.415